22
Properties=species:S:1:pos:R:3:forces:R:3:lowdin_charge:R:1 method="wB97M-V/def2-TZVPD" e_lumo_ha="0.023 / 0.018" homo_lumo_gap_ha="0.1182 / 0.3563" s_squared=0.751 spin_multiplicity=2
C -1.6813 -0.5188 1.5177 -1.24 0.15 -0.35 -0.2995
C -0.1990 -0.8139 1.6012 -0.16 -0.71 -0.41 -0.2055
C 0.7246 0.3133 1.2129 0.30 0.51 -0.59 -0.1704
C 1.5586 1.8019 -0.5566 -0.32 0.02 0.32 -0.0817
N 0.6899 0.6206 -0.2815 -0.34 -0.33 1.20 -0.0331
N -2.1544 -0.2727 0.1507 0.51 1.08 0.34 -0.0422
H -1.9786 0.3457 2.1253 0.57 0.36 -0.16 0.1070
H -2.3308 -1.2622 1.9968 0.68 -0.72 -0.06 0.1018
H 0.0154 -1.1796 2.6045 0.26 0.18 0.09 0.1159
H 0.0331 -1.6428 0.9158 -0.13 -0.05 0.24 0.0986
H 1.7798 0.1171 1.4028 -0.06 -0.32 0.21 0.1199
H 0.5087 1.2679 1.6937 -0.28 -0.16 0.13 0.1195
H 2.5732 1.5062 -0.8047 -0.18 -0.26 -0.42 0.0839
H 1.6431 2.3792 0.3617 -0.20 0.05 -0.01 0.0817
H 1.0713 2.4137 -1.2964 0.17 0.10 -0.51 0.0709
H 0.9411 -0.2142 -0.8361 0.50 -0.13 -0.37 0.0858
H -0.3159 0.7039 -0.5410 0.17 0.73 -0.06 0.0933
H -1.7900 -0.7405 -0.6750 -0.12 -0.61 0.44 0.0063
H -3.1462 -0.1248 0.1320 -0.17 -0.05 -0.39 0.0556
H -0.0058 -1.0576 -3.1414 -0.15 -0.04 -0.05 -0.0489
H 1.5185 -1.3685 -3.4167 -0.59 0.27 0.50 0.0154
O 0.8900 -0.9772 -2.7569 0.78 -0.06 -0.09 -0.2743



22
Properties=species:S:1:pos:R:3:forces:R:3:lowdin_charge:R:1 method="wB97M-V/def2-TZVPD" e_lumo_ha="0.034 / 0.024" homo_lumo_gap_ha="0.1276 / 0.3832" s_squared=0.751 spin_multiplicity=2
C -1.3307 -0.6768 1.2579 -0.07 -0.05 -0.96 -0.2795
N -2.4251 -0.0171 0.5692 -0.08 0.72 0.13 -0.0123
C -0.0934 0.2047 1.2546 1.01 -0.27 1.08 -0.2218
N 0.4629 0.3628 -0.1041 0.03 0.70 -0.77 -0.0406
C 1.7622 -0.2953 -0.3537 0.54 -0.91 0.28 -0.2950
C 2.9379 0.2642 0.4266 0.07 -0.29 0.21 -0.1272
H -1.6081 -1.0544 2.2423 0.24 0.22 0.24 0.1090
H -1.0012 -1.5452 0.6767 -0.40 -0.13 0.07 0.1121
H -3.0225 -0.5386 -0.0427 0.07 -0.65 -0.02 0.0519
H -3.0094 0.5272 1.1890 0.14 0.04 -0.03 0.0678
H -0.1446 1.1954 1.7145 -0.68 0.06 -0.22 0.0944
H 0.6751 -0.2889 1.8596 -0.08 -0.12 -0.13 0.1092
H -0.2054 0.0657 -0.8384 -0.01 0.06 0.08 0.0831
H 0.5991 1.4139 -0.3651 -0.13 -0.12 0.18 0.0439
H 2.0059 -0.2962 -1.4150 -0.42 0.39 -0.16 0.0923
H 1.6338 -1.3469 -0.0842 -0.03 0.03 -0.03 0.1201
H 2.8133 0.1192 1.5011 -0.04 0.25 0.00 0.0654
H 3.8202 -0.3230 0.1560 -0.03 0.03 -0.09 0.0765
H 3.1507 1.3053 0.2032 -0.15 0.10 0.02 0.0524
H -1.9782 0.3423 -2.4036 0.43 0.04 -0.36 0.0338
H -0.7977 0.0586 -3.4221 -0.01 0.17 -0.84 0.0186
O -1.0494 0.0663 -2.5068 -0.41 -0.27 1.32 -0.1540



22
Properties=species:S:1:pos:R:3:forces:R:3:lowdin_charge:R:1 method="wB97M-V/def2-TZVPD" e_lumo_ha=-0.111 homo_lumo_gap_ha=0.4013 total_charge=+1
C -2.5733 0.5986 1.0923 1.22 0.61 0.60 -0.0426
C -1.2526 0.1216 0.4389 -1.31 -0.79 -0.33 -0.4273
C 0.0128 0.6813 1.0807 -0.93 0.59 -0.98 -0.1535
C 1.2585 0.5753 0.2340 0.61 -0.13 0.32 -0.1455
N 1.3242 -0.7943 -0.3621 0.75 -0.93 -1.74 0.1498
N -1.1944 -1.3718 0.4545 -0.29 -0.43 0.58 0.0071
H -2.3597 1.6078 1.4950 -0.57 -0.41 -0.03 0.0854
H -3.3686 0.6856 0.3538 -0.07 -0.23 0.19 0.0831
H -2.8340 -0.0796 1.9288 -0.11 0.50 -0.43 0.0907
H -1.3177 0.4654 -0.6063 0.36 -0.25 0.13 0.1449
H -0.2019 1.7370 1.1449 0.20 0.43 0.66 0.1214
H 0.1926 0.2404 2.0574 -0.08 0.09 0.18 0.1344
H 2.0846 0.7417 0.9239 0.31 -0.49 -0.16 0.1299
H 1.4677 1.2799 -0.5849 -0.85 -0.13 0.23 0.1355
H 2.2780 -1.1607 -0.4408 -0.24 -0.03 0.44 0.1631
H 0.6420 -1.5014 -0.0069 -0.14 0.35 0.82 0.1253
H 1.0297 -0.7946 -1.3533 0.21 0.61 0.14 0.1410
H -1.3704 -1.6514 1.4229 0.77 0.22 0.26 0.0912
H -2.0506 -1.8068 0.1103 0.13 0.44 -0.98 0.0986
H 2.4716 0.4331 -3.8337 0.38 0.19 -0.26 0.0539
H 3.3187 0.0040 -2.5606 -0.39 0.26 -0.91 0.0624
O 2.4429 -0.0109 -2.9888 0.03 -0.46 1.28 -0.0490



22
Properties=species:S:1:pos:R:3:forces:R:3:lowdin_charge:R:1 method="wB97M-V/def2-TZVPD" e_lumo_ha="-0.278 / -0.522" homo_lumo_gap_ha="0.3955 / 0.1509" s_squared=0.755 total_charge=+2 spin_multiplicity=2
C 1.0144 -0.2965 0.9708 -0.83 -1.35 0.80 -0.0632
N 0.8918 0.1432 2.4597 4.08 -3.14 -1.57 0.2797
C 0.1357 0.7429 0.1853 1.41 0.48 -0.10 -0.2054
N -1.1493 0.9075 1.1225 8.45 -1.36 2.49 0.3187
C -0.8240 1.3613 -2.1319 1.13 -1.66 1.77 -0.0353
C -0.1480 0.3238 -1.2514 0.92 0.13 -0.58 -0.1926
H 0.6209 -1.3858 1.0392 0.49 1.83 -0.87 0.1420
H 2.0934 -0.3091 0.4139 -1.92 0.33 2.00 0.2385
H 0.9385 -0.6873 3.1199 -0.84 1.05 -0.44 0.2016
H 1.5632 0.8405 2.7715 -0.29 1.06 0.29 0.1652
H 0.8094 1.6737 0.1242 -1.71 -0.75 0.64 0.1931
H -1.6871 0.1817 0.9306 -3.31 -4.87 -0.90 0.1115
H -0.7509 0.7999 2.1488 -1.94 0.94 -2.33 0.1987
H -1.6699 1.6381 0.9456 -3.21 5.74 -0.83 0.1081
H -0.8155 1.0524 -3.1013 0.55 -1.14 -2.86 0.0750
H -0.2756 2.2141 -2.0836 1.15 2.95 0.08 0.0662
H -1.8292 1.4709 -1.9998 -2.78 0.71 1.16 0.0668
H -0.7165 -0.5676 -1.2938 -0.45 -1.25 0.25 0.1021
H 0.8476 0.0929 -1.7482 -0.93 0.17 0.90 0.1675
H 0.4699 -3.9490 -0.3843 0.20 0.12 0.58 0.0658
H 0.1101 -3.2194 -1.5722 -0.09 0.53 -0.41 0.0577
O 0.3711 -3.0281 -0.6654 -0.10 -0.53 -0.06 -0.0619



23
Properties=species:S:1:pos:R:3:forces:R:3:lowdin_charge:R:1 method="wB97M-V/def2-TZVPD" e_lumo_ha=-0.279 homo_lumo_gap_ha=0.2142 total_charge=+1
C 0.2106 -0.3597 -2.4610 -4.77 1.80 2.52 -0.2417
C 1.2173 -0.5442 -1.2978 0.58 -0.86 1.57 -0.1304
C 0.5963 -0.6389 0.0859 -1.97 -1.61 -1.77 0.1370
C -0.5505 0.1477 0.5640 -0.50 2.86 -0.43 -0.1905
N -0.2241 1.6299 1.1251 2.10 -1.31 -0.55 0.0724
N -0.8527 -1.3890 -2.6306 1.42 -0.75 -0.32 0.0120
H -0.3419 0.6706 -2.1755 0.80 -2.08 -0.27 0.1443
H 0.6443 0.0126 -3.3226 1.34 -0.35 -1.98 0.0928
H 1.9171 -1.3755 -1.5325 -0.44 0.42 0.64 0.1372
H 1.7856 0.3816 -1.2806 0.35 0.46 -0.21 0.1413
H 0.6818 -1.6265 0.6116 0.76 1.05 -0.05 0.1576
H -1.2017 0.5122 -0.2874 0.96 -0.67 0.27 0.1419
H -1.3090 -0.2851 1.2136 0.83 -0.63 0.46 0.1027
H 0.3372 2.0027 0.3335 -0.72 0.36 0.66 0.0869
H 0.4726 1.6920 1.9296 -1.04 -0.92 -1.00 0.0992
H -0.7911 -2.0378 -3.4831 0.13 1.36 2.07 0.1247
H -1.0935 -1.8938 -1.7406 0.34 0.60 -1.72 0.0937
H -2.1241 1.3464 1.9309 -1.61 0.13 0.07 0.0165
H -3.6826 1.1691 2.3907 1.28 -0.09 -0.92 0.0798
O -3.0163 0.9946 1.6757 0.12 0.24 0.93 -0.0991
H 2.1581 -0.3874 2.0563 0.68 0.79 1.70 0.0320
H 2.8599 -0.2420 3.4604 0.27 -0.37 0.19 0.0470
O 2.3068 0.2204 2.8343 -0.91 -0.43 -1.86 -0.0571



23
Properties=species:S:1:pos:R:3:forces:R:3:lowdin_charge:R:1 method="wB97M-V/def2-TZVPD" e_lumo_ha=-0.276 homo_lumo_gap_ha=0.1554 total_charge=+1
N 3.6765 -1.1548 -0.0340 -0.56 0.89 -0.61 0.0374
C -1.4473 -0.0035 -0.9641 1.51 -0.11 -1.91 0.1685
C -0.9401 1.3573 -1.0078 -0.42 -0.58 1.93 -0.1003
C -1.9183 2.3833 -0.3159 -0.51 0.53 -0.23 -0.2260
O -1.3716 3.6611 -0.3957 -0.10 -0.05 -0.17 -0.0107
C -0.6274 -1.0493 -0.3622 0.65 -0.68 1.19 -0.2046
N -0.5799 -1.0313 1.1330 -0.90 0.78 -0.54 0.0632
H 4.0221 -0.2669 0.2730 0.14 -0.23 0.31 0.0024
H 3.7244 -1.2942 -1.0246 0.14 -0.42 0.17 -0.0002
H 3.4392 -1.8801 0.6100 0.07 -0.14 0.07 -0.0226
H -2.2392 -0.3416 -1.6424 -0.39 0.40 0.52 0.1615
H -0.0632 1.3727 -0.3669 0.49 0.24 -0.38 0.1279
H -0.7141 1.6885 -2.0278 -0.37 -0.14 -0.09 0.1748
H -2.8976 2.3387 -0.7907 -0.11 -0.10 0.01 0.1325
H -2.0295 2.1331 0.7412 0.11 -0.22 -0.11 0.1317
H -1.8826 4.1691 -1.0372 0.22 0.14 0.07 0.1152
H 0.4190 -0.8787 -0.6612 -0.03 0.13 -0.31 0.1485
H -0.8799 -2.0697 -0.6279 -0.32 0.07 -0.29 0.1371
H -0.2391 -0.1559 1.5282 0.03 -0.05 -0.12 0.1079
H -1.5225 -1.1846 1.4795 0.12 -0.09 0.30 0.1058
H 1.0563 -1.9374 1.5350 0.19 -0.23 0.24 -0.0266
H 1.2713 -3.3405 2.0574 0.19 -0.07 0.13 0.0468
O 1.7437 -2.5154 1.9011 -0.14 -0.07 -0.15 -0.0699



23
Properties=species:S:1:pos:R:3:forces:R:3:lowdin_charge:R:1 method="wB97M-V/def2-TZVPD" e_lumo_ha=-0.107 homo_lumo_gap_ha=0.3429 total_charge=+1
C -1.4543 0.8155 2.7292 1.89 1.76 -0.68 -0.0697
C -0.2693 1.3760 1.8645 0.33 -0.55 1.04 -0.1776
C -0.0982 0.6261 0.5805 0.72 0.28 -1.42 -0.3339
C -0.6751 -0.5455 0.2739 -0.29 -0.16 1.00 -0.0785
N -0.6092 -1.1976 -1.0493 1.21 -0.56 0.61 0.1963
N 0.6740 1.2468 -0.3803 -0.59 -0.11 0.62 0.1271
H -1.0431 0.0405 3.3684 -0.74 -0.82 -0.50 0.0830
H -2.2088 0.6972 1.9618 -0.64 -0.98 0.71 0.0735
H -1.7589 1.5814 3.4255 -0.26 0.35 0.09 0.0706
H 0.6837 1.3482 2.4088 -0.07 -0.30 0.09 0.1239
H -0.3393 2.4416 1.6482 -0.53 -0.04 -0.32 0.1188
H -1.0813 -1.2019 1.0300 -0.42 0.23 -0.21 0.1232
H 0.1246 -1.9326 -1.0592 -0.15 -0.31 0.45 0.1257
H -1.5237 -1.6174 -1.1869 0.06 0.00 -0.67 0.1693
H -0.2742 -0.6387 -1.8352 -0.67 0.59 -0.31 0.1064
H 0.5316 0.9965 -1.3386 0.67 0.33 -0.33 0.0395
H 1.3834 1.8962 -0.0998 -0.13 0.27 -0.24 0.1117
H 2.5125 -3.2132 -1.1506 -0.10 -0.06 -0.02 0.0628
H 2.3893 -2.5354 0.2076 -0.12 -0.02 0.01 0.0621
O 1.8635 -2.8443 -0.5400 -0.02 0.21 -0.09 -0.0421
H -0.3609 1.2448 -3.6120 0.66 0.15 -0.51 0.0771
H 1.1819 0.7847 -3.8534 -0.37 0.44 -0.29 0.0738
O 0.3517 0.6310 -3.3931 -0.45 -0.70 0.95 -0.0431



23
Properties=species:S:1:pos:R:3:forces:R:3:lowdin_charge:R:1 method="wB97M-V/def2-TZVPD" e_lumo_ha=-0.278 homo_lumo_gap_ha=0.1836 total_charge=+1
N -3.6103 -1.1382 -2.0083 0.26 0.53 -0.42 0.0131
C 1.0262 0.2165 -0.6941 -2.70 -3.68 -0.72 0.1714
C 1.6029 -0.7244 0.2455 0.38 0.96 0.85 -0.1073
C 3.1468 -0.4637 0.2990 1.15 0.18 1.22 -0.2287
O 3.7350 -1.1420 1.3692 -0.15 -0.14 0.33 -0.0173
C -0.2214 0.9269 -0.4686 0.04 3.11 1.34 -0.1576
N -0.1252 1.8083 0.7816 0.37 -1.19 -0.38 0.0306
H -3.7058 -0.9834 -1.0198 -0.11 -0.23 0.27 -0.0075
H -3.1860 -2.0231 -2.2115 0.15 -0.41 0.22 -0.0047
H -4.5222 -1.1512 -2.4357 -0.20 0.14 0.02 0.0099
H 1.2841 -0.0192 -1.7303 0.56 0.87 -0.05 0.1655
H 1.2162 -0.6709 1.2652 -0.04 0.46 -0.05 0.1429
H 1.4524 -1.7864 -0.0053 -0.04 0.28 -0.96 0.1782
H 3.7052 -0.6108 -0.6265 -0.46 -0.12 -0.27 0.1391
H 3.2736 0.5701 0.6329 0.02 0.07 -0.47 0.1330
H 3.8273 -2.0984 1.2796 -0.11 0.09 -0.42 0.1157
H -1.0929 0.2711 -0.2881 0.40 -0.82 -0.13 0.1460
H -0.5823 1.6116 -1.2360 0.48 -0.54 -0.68 0.1390
H 0.8428 1.8446 1.0764 -0.09 0.34 0.29 0.0770
H -0.4224 2.7389 0.5249 0.11 0.17 0.00 0.0988
H -1.7780 1.1373 1.6391 0.04 0.21 0.36 -0.0132
H -3.2158 0.8995 2.1832 -0.24 0.09 0.47 0.0395
O -2.6502 0.7870 1.4274 0.18 -0.37 -0.82 -0.0635